Entry 1:
C33H90N6O12 | ωB97M-V/def2-TZVPD

```
141
Properties=species:S:1:pos:R:3:lowdin_charge:R:1
C 0.5320 -1.7109 0.0686 -0.1666
O 0.7143 -0.4894 0.7179 -0.1174
H -0.2128 -2.3206 0.5773 0.0571
H 0.1612 -1.6028 -0.9618 0.0642
H 1.4348 -2.3392 0.0115 0.0622
H 1.2157 0.1038 0.1400 0.0363
C -1.2792 -4.7239 2.4477 -0.1491
O -1.1240 -4.8229 1.0386 -0.1275
H -2.1056 -5.3567 2.7760 0.0849
H -0.3518 -4.9884 2.9616 0.0682
H -1.4955 -3.6852 2.6890 0.0586
H -1.0839 -5.7398 0.7555 0.0734
C 0.8719 2.7254 2.8001 -0.1081
O 1.5331 2.4923 1.5570 -0.1430
H 1.5978 2.9520 3.5821 0.0847
H 0.1707 3.5516 2.7015 0.0849
H 0.3245 1.8260 3.0861 0.0559
H 2.4605 2.3048 1.7179 0.0761
C 2.0555 0.3684 -2.4236 -0.0878
O 2.5783 0.5015 -1.1138 -0.2340
C 3.7548 1.2977 -0.9270 -0.1672
C 3.6740 2.7299 -1.4526 -0.2035
N 5.0127 3.2770 -1.3016 -0.0625
C 5.0993 4.6646 -1.6859 -0.2245
C 6.5526 5.0738 -1.8659 -0.2205
O 7.1749 4.1228 -2.7218 -0.2147
C 8.3701 4.5922 -3.3011 -0.1109
H 1.6702 1.3273 -2.7874 0.0789
H 1.2268 -0.3329 -2.3862 0.0731
H 2.8177 0.0146 -3.1252 0.0814
H 4.5231 0.6920 -1.4236 0.1167
H 3.9110 1.3595 0.1465 0.1196
H 3.0204 3.2973 -0.7862 0.1136
H 3.2729 2.7796 -2.4720 0.1177
H 5.6972 2.7732 -1.8544 0.1052
H 4.6280 5.3178 -0.9482 0.1222
H 4.6101 4.8815 -2.6536 0.1230
H 7.0623 5.0473 -0.8929 0.1271
H 6.6222 6.0608 -2.3339 0.1192
H 8.1645 5.4998 -3.8949 0.0870
H 8.6509 3.8366 -4.0301 0.0888
H 9.1238 4.8564 -2.5573 0.0893
C -5.7253 5.8568 1.1410 -0.1056
O -5.3540 4.5038 1.2351 -0.2222
C -6.4114 3.6136 0.9482 -0.2340
C -5.8959 2.2146 1.2050 -0.2059
N -5.4570 2.1011 2.6277 -0.0367
C -4.3569 1.1344 2.7569 -0.2000
C -4.6768 -0.2255 2.1116 -0.2020
O -4.0394 -0.3494 0.8505 -0.1888
C -2.6881 -0.7223 0.9372 -0.1120
H -6.4791 6.0965 1.8962 0.0904
H -6.1209 6.0687 0.1379 0.0882
H -4.8236 6.4515 1.2618 0.0876
H -6.7279 3.7793 -0.0884 0.1246
H -7.2778 3.7923 1.6037 0.1268
H -5.1151 1.9881 0.4683 0.1146
H -6.7044 1.4968 1.0425 0.1152
H -5.0214 3.0177 2.7249 0.0895
H -4.2911 0.9036 3.8246 0.0944
H -3.4027 1.4938 2.3638 0.1127
H -5.7497 -0.3518 1.9905 0.1202
H -4.2866 -1.0025 2.7820 0.1096
H -2.4052 -0.9476 -0.0929 0.0825
H -2.5329 -1.6490 1.5025 0.0854
H -2.0379 0.0912 1.2699 0.0674
C -3.4700 -2.0879 7.5377 -0.1224
O -3.7487 -0.7451 7.8202 -0.1794
C -3.2984 0.1494 6.8132 -0.2014
C -1.7779 0.3235 6.8400 -0.1897
N -1.2478 0.8516 5.5811 -0.0484
C -1.4153 0.0225 4.4056 -0.2155
C -0.4531 -1.1615 4.2883 -0.2035
O -1.0133 -2.2426 5.0001 -0.2058
C -0.0681 -3.1937 5.4075 -0.1251
H -3.9167 -2.7064 8.3166 0.0875
H -2.3964 -2.3057 7.5238 0.0700
H -3.8992 -2.4086 6.5788 0.0931
H -3.7420 1.1046 7.0880 0.1260
H -3.6802 -0.1656 5.8367 0.0967
H -1.2656 -0.5998 7.1305 0.1023
H -1.6219 1.0907 7.5996 0.1180
H -0.2819 1.1273 5.6820 0.1001
H -1.3645 0.6107 3.4864 0.0843
H -2.4176 -0.4061 4.3963 0.0906
H 0.5200 -0.9096 4.7354 0.1244
H -0.2643 -1.3576 3.2208 0.1116
H 0.4376 -3.6560 4.5529 0.0723
H -0.5691 -4.0235 5.9127 0.0913
H 0.6525 -2.7857 6.1260 0.0913
C -0.2518 -4.5406 -3.7266 -0.0645
C -0.5423 -4.1692 -5.1677 -0.4489
C -1.6024 -3.0961 -5.2703 -0.2078
O -2.0372 -2.9240 -6.6138 -0.1795
C -1.9562 -1.6141 -7.0812 -0.1334
N 0.6712 -3.7996 -5.8899 0.0499
H 0.0667 -3.6543 -3.1556 0.0715
H 0.6138 -5.2038 -3.6378 0.0734
H -1.0753 -5.0493 -3.2316 0.0792
H -0.8832 -5.1177 -5.6047 0.1404
H -1.0990 -2.1781 -4.9332 0.0901
H -2.4851 -3.1791 -4.6254 0.1353
H -0.9825 -1.1503 -6.8648 0.0845
H -2.7086 -0.9524 -6.6255 0.0885
H -2.1015 -1.6086 -8.1602 0.0875
H 1.0934 -3.0152 -5.3865 0.0614
H 0.4386 -3.3903 -6.7905 0.0675
C 5.2688 -1.9197 -3.0447 -0.0641
C 4.6908 -3.2986 -3.1950 -0.4385
C 3.9373 -3.6957 -1.9397 -0.2179
O 4.8660 -3.7882 -0.8837 -0.1793
C 4.2648 -4.1665 0.3209 -0.1151
N 3.7423 -3.3024 -4.3115 0.0392
H 4.4950 -1.1535 -2.9675 0.0460
H 6.0136 -1.6610 -3.7994 0.0812
H 5.7935 -1.7505 -2.0966 0.0824
H 5.5201 -4.0066 -3.3097 0.1416
H 3.4607 -4.6775 -2.1199 0.1284
H 3.1188 -3.0158 -1.6709 0.1187
H 4.9839 -4.0533 1.1308 0.0879
H 3.9827 -5.2324 0.3071 0.0904
H 3.3599 -3.5937 0.5554 0.0745
H 4.2024 -3.1251 -5.1995 0.0765
H 3.3925 -4.2509 -4.4425 0.0662
C -2.1155 3.9702 -0.6831 -0.0569
C -1.3378 2.6788 -0.8641 -0.4216
C -1.7531 1.9278 -2.1181 -0.2222
O -1.4129 0.5706 -2.0089 -0.2010
C -1.7420 -0.1630 -3.1688 -0.1103
N 0.1175 2.9639 -0.9723 0.0751
H -3.1904 3.8051 -0.6298 0.0637
H -1.8492 4.6361 -1.5063 0.0811
H -1.7740 4.4333 0.2445 0.0743
H -1.5180 2.0059 -0.0126 0.1285
H -1.2156 2.4142 -2.9556 0.1320
H -2.8132 2.1040 -2.3601 0.1296
H -1.3546 0.3363 -4.0656 0.0930
H -2.8122 -0.3822 -3.2056 0.0998
H -1.1967 -1.1069 -3.1067 0.0587
H 0.4780 2.9320 -0.0208 0.0332
H 0.4840 2.1126 -1.3889 0.0281
```

Values from the calculation:
Energy above the lowest of the compared OMol25 structures with the same formula, charge and spin = 0.0 kJ/mol
E_tot = -69183.9391 eV
E_HOMO = -8.5 eV
Lowest unoccupied orbital energy = 0.5 eV
Charge = 0
Structure (SMILES) = COC[C@H](C)N.COC[C@H](C)N.COC[C@H](C)N.COCCNCCOC.COCCNCCOC.COCCNCCOC.CO.CO.CO

=====

Entry 2:
C5H5NO | ωB97M-V/def2-TZVPD

```
12
Properties=species:S:1:pos:R:3:nbo_charge:R:1
O -0.9266 0.0624 3.0292 -0.5000
C -0.9199 1.0580 2.4844 0.5028
C 0.7249 0.0657 -0.0087 -0.2776
C 0.4821 -1.3700 -0.3445 -0.3790
C 0.2200 -0.3674 -1.4180 -0.2382
C -0.4584 0.6421 -0.6367 0.2918
N -1.3229 1.5587 -0.6920 -0.6449
H -1.2904 2.1124 0.1656 0.3484
H 1.6625 0.5346 0.2648 0.2352
H -0.3539 -1.8937 0.1178 0.2105
H 1.3715 -1.9843 -0.4778 0.2175
H 0.7134 -0.2786 -2.3774 0.2335
```

Values from the calculation:
Energy above the lowest of the compared OMol25 structures with the same formula, charge and spin = 290.6 kJ/mol
E_tot = -8800.4070 eV
E_HOMO = -9.5 eV
Lowest unoccupied orbital energy = 1.0 eV
Charge = 0

=====

Entry 3:
C7H15HfO4S | ωB97M-V/def2-TZVPD

```
28
Properties=species:S:1:pos:R:3:nbo_charge:R:1
C -0.6974 -2.7490 -0.7760 -0.3171
O -0.1727 -3.1488 0.4716 -0.1370
C 1.1652 -2.8920 0.6109 -0.0400
C 1.5750 -1.3503 1.0221 -0.3112
C 0.5167 -0.5684 1.8761 -0.3946
C 0.4491 0.9712 1.4997 -0.3709
C 0.2909 1.3098 -0.0274 -0.4207
C -0.4360 2.7092 -0.2231 -0.5938
S -0.9653 2.8537 -1.9976 2.2138
O -0.8060 4.2311 -2.4995 -0.7610
O -0.1164 1.9140 -2.7836 -0.8139
O -2.5709 2.3941 -2.2021 -1.1386
H -0.3241 -3.4202 -1.5848 0.3053
H -1.7978 -2.8381 -0.6878 0.2551
H -0.4732 -1.6803 -1.0332 0.2468
H 1.5960 -3.6152 1.3360 0.3082
H 1.6752 -3.0814 -0.3765 0.3041
H 2.4854 -1.4533 1.6550 0.3031
H 1.9110 -0.8306 0.1047 0.2672
H -0.5180 -0.9524 1.8525 0.2601
H 0.8487 -0.6305 2.9385 0.2915
H 1.3551 1.4860 1.8905 0.2770
H -0.4537 1.3787 2.0169 0.2674
H -0.3098 0.5548 -0.6008 0.2157
H 1.2926 1.3808 -0.4963 0.2604
H 0.2653 3.5447 -0.0408 0.3146
H -1.3107 2.7642 0.4568 0.2540
Hf -4.4744 1.7182 -2.4021 1.9544
```

Values from the calculation:
E_tot = -27791.6333 eV
E_HOMO = -19.3 eV
Lowest unoccupied orbital energy = -17.2 eV
Charge = +3